[1]
{
  "formula": "C3H7NO2",
  "method": "ωB97M-V/def2-TZVPD",
  "species": ["H", "H", "H", "O", "O", "H", "H", "H", "C", "C", "N", "H", "C"],
  "positions_angstrom": [[-3.20835, -0.20343, -1.13616], [-1.73621, -1.03158, 1.20350], [3.71431, 0.47474, 0.25006], [0.21602, 0.64083, -0.42121], [1.86718, -0.24317, 0.65594], [2.59374, 0.52390, -1.14951], [-0.76612, 0.54788, -0.53554], [-3.37816, -1.68945, 0.57012], [-2.54092, -0.99150, 0.46934], [2.69337, 0.68025, -0.07275], [-2.43016, -0.15369, -0.47867], [2.41674, 1.70968, 0.16619], [0.55856, -0.26447, 0.47871]],
  "energy_ha": -323.6533,
  "lumo_ev": 1.11,
  "orbital_gap_ev": 9.78,
  "e_above_lowest_kj_mol": 335.1,
  "largest_force_ev_per_a": 0.49
}

=====

[2]
{
  "formula": "C3H7NO2",
  "method": "ωB97M-V/def2-TZVPD",
  "species": ["H", "H", "H", "C", "H", "H", "O", "O", "C", "N", "H", "H", "C"],
  "positions_angstrom": [[0.58923, -1.46920, 0.91775], [2.21152, -1.19166, -0.90702], [1.17858, 1.21974, 0.67955], [1.22734, -0.72200, -1.03148], [-1.99726, 2.13916, 0.43163], [0.59654, -1.36957, -1.64022], [-1.21922, -0.88392, 0.05999], [1.17994, 0.37708, 1.16098], [-1.02962, 0.38620, -0.06132], [-1.96014, 1.14153, 0.56236], [1.34469, 0.23989, -1.53375], [-2.74058, 0.68387, 1.02731], [0.61898, -0.55112, 0.33421]],
  "energy_ha": -323.6178,
  "lumo_ev": 1.02,
  "orbital_gap_ev": 8.90,
  "e_above_lowest_kj_mol": 428.3,
  "largest_force_ev_per_a": 0.73
}

=====

[3]
{
  "formula": "C3H7NO2",
  "method": "ωB97M-V/def2-TZVPD",
  "species": ["O", "C", "C", "H", "H", "C", "H", "O", "H", "H", "H", "N", "H"],
  "positions_angstrom": [[1.29558, 1.04630, -0.92505], [0.56281, -0.86699, 0.39125], [-0.80904, -0.24721, 0.23620], [0.68538, 1.71884, -0.60819], [1.70768, 0.80754, 1.06105], [1.63568, 0.20623, 0.16064], [0.67016, -1.33907, 1.36501], [-1.10692, 0.76726, 0.83913], [-2.57660, -0.48231, -0.75764], [2.61475, -0.22481, -0.00003], [-1.38710, -1.59738, -1.18619], [-1.72003, -0.94628, -0.49417], [0.69334, -1.63120, -0.38559]],
  "energy_ha": -323.7595,
  "lumo_ev": 0.90,
  "orbital_gap_ev": 10.91,
  "e_above_lowest_kj_mol": 56.5,
  "largest_force_ev_per_a": 1.37
}

=====

[4]
{
  "formula": "C3H7NO2",
  "method": "ωB97M-V/def2-TZVPD",
  "species": ["H", "H", "C", "H", "H", "N", "H", "H", "H", "O", "O", "C", "C"],
  "positions_angstrom": [[-1.63112, -0.67880, 0.47856], [1.05193, 0.42842, -1.68784], [-0.82536, 0.34810, -1.25098], [-0.91806, -0.57612, -1.83206], [-1.68451, 0.98367, -1.48382], [1.09101, -0.28208, 1.75682], [0.84319, 0.58670, 2.20183], [2.02857, -0.62460, 1.90839], [-0.95659, 0.91978, 0.84398], [0.98888, -1.52200, -0.13170], [0.32695, 1.06823, -1.63566], [-0.81359, 0.01522, 0.24207], [0.49871, -0.66651, 0.59040]],
  "energy_ha": -323.7629,
  "lumo_ev": 0.88,
  "orbital_gap_ev": 10.97,
  "e_above_lowest_kj_mol": 47.3,
  "largest_force_ev_per_a": 0.39
}

=====

[5]
{
  "formula": "C3H7NO2",
  "method": "ωB97M-V/def2-TZVPD",
  "species": ["O", "C", "N", "H", "H", "O", "C", "H", "H", "C", "H", "H", "H"],
  "positions_angstrom": [[0.55751, 0.81961, 0.27721], [1.11946, 0.02823, -0.64344], [2.43786, 0.10702, -0.66663], [-1.74336, 1.44214, -0.48174], [3.02211, 0.79564, -0.20994], [-0.44650, -1.39495, 0.71940], [-1.75923, 0.36011, -0.35185], [-1.65753, -0.11928, -1.33360], [-2.71032, 0.05314, 0.08986], [-0.64483, -0.01120, 0.60196], [2.84833, -0.55933, -1.30016], [-0.18588, -1.77606, -0.13799], [-0.79357, 0.29696, 1.62368]],
  "energy_ha": -323.6759,
  "lumo_ev": 1.10,
  "orbital_gap_ev": 9.63,
  "e_above_lowest_kj_mol": 275.8,
  "largest_force_ev_per_a": 1.92
}

=====

[6]
{
  "formula": "C3H7NO2",
  "method": "ωB97M-V/def2-TZVPD",
  "species": ["H", "H", "H", "H", "H", "H", "N", "C", "C", "H", "O", "O", "C"],
  "positions_angstrom": [[-1.77547, -0.36604, 1.95249], [0.55905, -1.10202, -0.76540], [-3.01847, -1.20917, 1.06200], [2.43341, 0.11864, 0.28210], [3.02411, 1.24758, -0.83128], [2.28344, -0.15368, -1.64707], [-0.16154, 0.77942, -0.06325], [2.19575, 0.61457, -0.72210], [-0.18348, -0.46044, -0.22580], [-2.72578, 0.56960, 0.55137], [1.01031, 1.44618, -0.51520], [-1.38001, -1.09417, -0.00421], [-2.26131, -0.39045, 0.92637]],
  "energy_ha": -323.6133,
  "lumo_ev": 0.92,
  "orbital_gap_ev": 10.23,
  "e_above_lowest_kj_mol": 440.3,
  "largest_force_ev_per_a": 2.82
}

=====

[7]
{
  "formula": "C3H7NO2",
  "method": "ωB97M-V/def2-TZVPD",
  "species": ["H", "N", "H", "H", "O", "C", "H", "H", "C", "H", "C", "H", "O"],
  "positions_angstrom": [[-1.59760, 1.36984, 0.21730], [0.05618, -0.45293, -0.88156], [-1.12986, 1.38916, 1.89598], [0.05199, 1.91949, 0.67663], [2.36596, -1.01381, -0.10188], [-0.21763, -0.21165, 0.75669], [0.05864, -1.78257, -0.97255], [0.60905, 0.11812, -2.57515], [1.31215, -1.43260, -0.42395], [-1.01510, -0.89781, 1.07128], [-0.75246, 1.21500, 0.88732], [0.50467, -0.37000, 1.56144], [-0.24598, 0.14976, -2.11154]],
  "energy_ha": -323.4734,
  "lumo_ev": 0.29,
  "orbital_gap_ev": 8.56,
  "e_above_lowest_kj_mol": 807.5,
  "largest_force_ev_per_a": 5.45
}

=====

[8]
{
  "formula": "C3H7NO2",
  "method": "ωB97M-V/def2-TZVPD",
  "species": ["O", "H", "H", "H", "H", "C", "C", "C", "H", "H", "N", "O", "H"],
  "positions_angstrom": [[-1.65909, 0.62492, -0.90923], [-2.63269, -0.10965, 0.73299], [-1.06932, -1.04305, 0.76942], [-0.78209, 0.22608, -2.71409], [-1.13294, 0.65194, 1.41095], [1.82373, -0.24228, 0.57813], [-0.65857, 0.41754, -1.65110], [-1.55007, -0.07185, 0.72646], [2.15305, 0.15187, 1.54078], [2.67972, -0.22970, -0.10755], [0.74648, 0.60851, 0.13727], [0.56153, 0.30972, -1.23623], [1.52026, -1.29405, 0.72221]],
  "energy_ha": -323.5459,
  "lumo_ev": [0.54, 0.54],
  "orbital_gap_ev": [7.66, 7.67],
  "e_above_lowest_kj_mol": 617.2,
  "largest_force_ev_per_a": 1.84
}